DFT (wB97M-V/def2-TZVPD) results for 5 unconnected molecules or ions with the total composition C60H39N2O10.

Highest occupied orbital energy, eV: -10.905
Energy, eV: -86300.08777
Multiplicity: 1
Charge: +1
E_LUMO, eV: -4.78

The geometry in XYZ format:
```
111
Properties=species:S:1:pos:R:3:forces:R:3
O -1.217 -3.376 5.679 -0.1 0.0 -0.5
N -0.805 -2.749 4.785 -1.8 0.4 0.7
O 0.547 -2.994 4.603 1.6 0.2 0.1
C 1.341 -1.881 4.981 1.3 0.2 0.6
C 1.059 -1.160 6.336 -0.4 0.5 0.2
C 0.060 -0.042 5.928 1.6 -1.5 -0.7
N 0.277 0.203 4.666 -0.9 -0.1 1.0
C 1.374 -0.614 4.082 0.1 -0.9 0.8
H 2.346 -2.336 5.061 -0.5 0.4 -0.3
H 2.038 -0.672 6.564 -0.6 0.1 -0.1
H 0.860 -1.742 7.250 -0.5 0.1 -0.6
H -0.700 0.404 6.585 0.4 0.2 -0.6
H -0.241 0.889 4.124 0.0 0.0 0.1
H 1.307 -0.878 3.014 -0.1 0.8 0.4
H 2.281 -0.086 4.442 -0.1 -0.3 -1.1
C 0.851 5.614 3.944 0.0 0.0 0.1
C 1.004 4.270 4.276 0.0 0.0 0.2
C 1.080 3.889 5.608 -0.1 0.0 -0.5
C 1.012 4.847 6.612 0.0 0.0 -0.1
C 0.882 6.194 6.281 0.0 -0.2 -0.3
C 0.790 6.574 4.943 0.0 -0.1 -0.2
C 0.858 7.231 7.343 -0.1 0.7 0.0
O 0.740 8.404 7.055 0.0 -0.2 0.0
C 0.988 6.804 8.758 0.0 -0.1 0.2
C 1.024 7.766 9.763 0.0 0.0 0.2
C 1.132 7.378 11.091 0.0 -0.1 -0.1
C 1.196 6.027 11.421 0.0 0.0 -0.1
C 1.166 5.064 10.423 0.0 0.1 0.2
C 1.071 5.449 9.088 0.0 0.1 0.1
C 1.075 4.415 8.029 0.0 -0.5 0.4
O 1.132 3.228 8.309 -0.1 0.1 -0.1
H 0.783 5.911 2.905 0.0 0.0 0.0
H 1.063 3.522 3.493 0.0 0.1 0.0
H 1.194 2.843 5.862 0.1 0.1 0.2
H 0.676 7.618 4.683 0.0 0.0 0.2
H 0.972 8.817 9.511 0.0 -0.1 -0.1
H 1.165 8.128 11.870 0.0 0.0 0.0
H 1.273 5.726 12.458 0.0 0.0 0.0
H 1.220 4.015 10.684 0.0 0.0 -0.1
C 5.162 1.736 -4.467 -0.1 -0.1 0.1
C 3.938 2.398 -4.487 0.0 -0.1 0.1
C 2.908 1.984 -3.655 0.1 0.1 -0.1
C 3.096 0.896 -2.806 0.1 0.0 -0.1
C 4.316 0.218 -2.803 -0.1 0.2 -0.1
C 5.352 0.648 -3.628 0.0 0.1 -0.1
C 4.516 -0.972 -1.942 0.7 -0.2 -0.2
O 5.577 -1.563 -1.933 -0.2 0.0 0.1
C 3.389 -1.436 -1.093 -0.3 -0.1 0.2
C 3.541 -2.586 -0.322 -0.1 -0.1 0.1
C 2.500 -3.023 0.485 0.1 0.1 0.0
C 1.305 -2.308 0.531 0.1 0.1 0.0
C 1.148 -1.165 -0.239 0.0 -0.1 0.2
C 2.187 -0.730 -1.061 0.0 -0.2 0.2
C 1.995 0.474 -1.909 -0.5 0.4 -0.2
O 0.949 1.097 -1.871 0.0 -0.1 0.1
H 5.967 2.066 -5.111 0.0 0.0 0.0
H 3.788 3.239 -5.152 0.0 0.0 0.0
H 1.960 2.504 -3.670 0.0 -0.1 0.1
H 6.303 0.131 -3.619 -0.1 -0.1 0.1
H 4.469 -3.142 -0.354 0.0 0.1 -0.1
H 2.618 -3.921 1.079 0.0 0.0 0.0
H 0.493 -2.648 1.166 0.0 0.0 -0.1
H 0.215 -0.616 -0.203 0.1 0.0 -0.2
C -6.826 -4.875 -1.630 0.1 0.1 0.0
C -5.608 -5.311 -1.116 0.0 0.1 0.0
C -4.513 -4.459 -1.106 -0.1 -0.1 0.0
C -4.628 -3.170 -1.621 -0.1 -0.1 0.0
C -5.844 -2.742 -2.157 0.0 -0.2 0.1
C -6.945 -3.594 -2.150 0.0 -0.2 0.1
C -5.971 -1.389 -2.754 -0.6 0.2 -0.3
O -7.030 -1.014 -3.216 0.1 0.0 0.1
C -4.779 -0.508 -2.782 0.2 0.1 0.0
C -4.864 0.742 -3.388 0.1 0.2 0.0
C -3.758 1.579 -3.410 0.0 -0.2 0.1
C -2.564 1.176 -2.818 0.0 0.0 0.0
C -2.473 -0.071 -2.216 0.0 0.2 -0.1
C -3.577 -0.920 -2.204 0.0 0.2 -0.1
C -3.457 -2.263 -1.589 0.5 -0.1 0.2
O -2.411 -2.619 -1.071 -0.1 0.1 0.1
H -7.682 -5.537 -1.629 0.0 0.0 0.0
H -5.514 -6.315 -0.722 0.0 0.0 0.0
H -3.568 -4.799 -0.701 0.0 0.1 0.0
H -7.892 -3.260 -2.553 0.1 0.1 0.0
H -5.791 1.060 -3.848 0.0 -0.1 0.1
H -3.825 2.549 -3.887 0.0 0.0 0.0
H -1.702 1.832 -2.829 0.0 -0.1 0.0
H -1.541 -0.382 -1.762 -0.1 -0.1 0.0
C 0.305 -3.516 -3.064 0.1 0.1 -0.1
C -0.967 -4.028 -3.297 0.0 -0.1 -0.2
C -1.481 -4.057 -4.585 0.0 0.0 0.2
C -0.727 -3.561 -5.646 0.1 0.1 0.2
C 0.540 -3.026 -5.409 -0.1 -0.1 0.1
C 1.058 -3.016 -4.116 -0.1 0.0 0.2
C 1.337 -2.449 -6.519 0.6 0.2 0.1
O 2.443 -1.985 -6.310 -0.1 0.0 0.0
C 0.756 -2.440 -7.883 -0.1 0.0 -0.2
C 1.466 -1.852 -8.927 0.0 0.0 -0.2
C 0.937 -1.850 -10.210 0.0 -0.1 0.1
C -0.298 -2.443 -10.457 0.0 0.0 0.1
C -1.011 -3.025 -9.420 0.0 0.1 -0.2
C -0.491 -3.017 -8.129 0.1 0.1 -0.2
C -1.279 -3.612 -7.022 -0.6 -0.3 -0.2
O -2.359 -4.127 -7.235 0.1 0.1 0.0
H 0.709 -3.502 -2.059 0.0 0.0 0.0
H -1.556 -4.406 -2.472 0.0 0.0 0.0
H -2.470 -4.460 -4.763 0.1 0.0 -0.2
H 2.046 -2.613 -3.931 0.0 0.0 -0.2
H 2.428 -1.393 -8.739 0.0 -0.1 0.1
H 1.489 -1.388 -11.019 0.0 0.0 0.0
H -0.706 -2.446 -11.461 0.0 0.0 0.0
H -1.973 -3.481 -9.615 0.0 0.0 0.2
```
Positions in Å, forces in eV/Å.



DFT (wB97M-V/def2-TZVPD) results for 10 unconnected molecules or ions with the total composition C60H41FO36.

ΔE to the lowest compared entry with this formula, charge and spin, kJ/mol: 66.8
Highest occupied orbital energy, eV: -9.407
Energy, eV: -139305.62327
SMILES: O=C1C=C(O)C(=O)C=C1O.O=C1C=C(O)C(=O)C=C1O.O=C1C=C(O)C(=O)C=C1O.O=C1C=C(O)C(=O)C=C1O.O=C1C=C(O)C(=O)C=C1O.O=C1C=C(O)C(=O)C=C1O.O=C1C=C(O)C(=O)C=C1O.O=C1C=C(O)C(=O)C=C1O.O=C1C=C(O)C(=O)C=C1O.Fc1ccccc1
Multiplicity: 1
E_LUMO, eV: -1.81

The geometry in XYZ format:
```
138
Properties=species:S:1:pos:R:3:forces:R:3
O -1.851 6.804 -6.079 -1.2 0.1 -2.0
C -1.371 6.663 -4.992 0.6 -1.3 1.0
C -1.724 5.602 -4.118 -1.0 -1.2 2.1
C -1.107 5.474 -2.910 0.6 0.2 -0.3
O -1.264 4.595 -1.927 -1.8 -0.5 -0.7
C 0.035 6.389 -2.569 0.0 0.6 1.1
O 0.576 6.173 -1.488 0.2 0.4 -0.5
C 0.352 7.510 -3.414 0.1 0.3 -2.3
C -0.293 7.584 -4.632 1.3 1.1 1.2
O -0.112 8.454 -5.624 1.7 0.6 1.3
H -2.621 5.061 -4.401 0.3 -0.3 0.1
H -0.957 4.955 -1.070 0.6 -0.1 -0.6
H 1.227 8.112 -3.169 -0.4 0.0 0.0
H -0.537 8.085 -6.407 -0.7 -0.1 -0.3
O 2.844 2.628 7.180 -1.2 0.6 -1.9
C 2.930 3.098 6.020 1.9 -1.3 2.8
C 1.946 3.200 5.033 -0.7 0.7 -1.9
C 2.311 3.801 3.860 0.2 0.1 1.6
O 1.565 4.103 2.838 -1.5 -0.9 0.4
C 3.681 4.371 3.675 0.3 1.3 -2.6
O 3.800 5.037 2.616 -0.1 -0.9 1.4
C 4.733 4.165 4.566 0.5 -1.2 3.1
C 4.398 3.503 5.748 0.2 0.4 -0.6
O 5.145 3.150 6.799 0.6 1.1 -2.0
H 0.938 2.880 5.185 -0.4 -0.2 0.3
H 2.148 4.630 2.259 0.5 0.4 -0.7
H 5.699 4.581 4.321 0.1 -0.1 0.1
H 4.517 2.760 7.445 -0.5 0.0 0.0
O -1.349 -4.023 -4.349 0.5 0.9 0.1
C -1.197 -2.803 -4.272 0.6 -0.5 0.9
C -0.067 -2.148 -3.600 0.6 1.2 -0.3
C -0.100 -0.781 -3.496 -0.8 -0.6 0.3
O 0.730 0.019 -2.864 1.6 -2.1 0.5
C -1.225 0.022 -4.079 -0.2 0.2 -1.2
O -1.064 1.230 -4.027 -0.6 0.2 0.2
C -2.309 -0.624 -4.790 -1.3 0.0 0.3
C -2.338 -1.969 -4.840 1.3 -0.8 0.2
O -3.206 -2.779 -5.389 -1.4 0.8 -0.6
H 0.848 -2.675 -3.309 -0.6 -0.2 0.1
H 0.475 0.942 -2.926 -0.7 0.8 -0.5
H -3.177 -0.024 -5.100 0.7 -0.2 -0.1
H -2.947 -3.711 -5.218 0.4 0.3 0.1
O -5.796 -0.512 0.661 -0.7 -2.5 -0.2
C -5.455 0.615 0.519 0.6 3.0 0.2
C -5.191 1.281 -0.731 0.4 0.8 -0.4
C -4.726 2.565 -0.701 -0.5 -1.6 1.2
O -4.315 3.274 -1.707 -0.4 -0.2 -1.4
C -4.631 3.303 0.611 0.8 3.9 -1.2
O -4.319 4.535 0.451 -0.8 -3.3 0.9
C -4.921 2.708 1.872 0.1 -0.6 0.7
C -5.330 1.423 1.854 -0.7 -2.3 -0.2
O -5.707 0.577 2.843 0.9 2.7 0.6
H -5.370 0.723 -1.642 0.2 0.1 0.0
H -4.313 4.203 -1.416 0.5 0.3 0.4
H -4.734 3.315 2.746 -0.3 -0.1 0.1
H -5.942 -0.288 2.473 0.1 -0.1 -0.8
O 4.539 1.104 3.186 0.4 0.8 0.8
C 4.357 0.398 2.228 -2.5 -1.5 -0.8
C 3.003 0.010 1.785 0.7 1.0 0.4
C 2.897 -0.751 0.708 0.0 -1.9 -1.5
O 1.807 -1.233 0.122 -1.2 1.1 1.2
C 4.102 -1.317 -0.003 0.5 -0.5 -1.2
O 3.851 -2.019 -0.989 0.7 0.5 0.9
C 5.432 -0.982 0.456 1.1 -0.2 -0.2
C 5.550 -0.184 1.521 -0.7 1.3 0.8
O 6.616 0.330 2.082 1.4 -0.7 -0.4
H 2.169 0.439 2.300 -0.4 0.1 0.3
H 2.034 -1.869 -0.579 0.6 0.1 0.0
H 6.362 -1.308 -0.029 -0.8 -0.1 -0.1
H 6.302 0.791 2.892 0.0 0.2 -0.2
O 0.839 -7.505 -3.986 -0.4 0.2 0.2
C 0.929 -6.723 -3.069 -0.1 -0.3 0.3
C -0.208 -6.189 -2.294 0.1 0.3 0.6
C 0.003 -5.315 -1.295 1.2 0.1 -0.6
O -0.940 -4.623 -0.672 -0.5 -0.3 0.1
C 1.408 -4.971 -0.873 1.3 0.8 1.2
O 1.545 -4.238 0.123 -0.3 -0.8 -1.3
C 2.593 -5.469 -1.619 -1.1 -0.4 -0.6
C 2.350 -6.295 -2.676 -0.7 0.7 0.4
O 3.214 -6.815 -3.545 0.2 0.3 0.6
H -1.238 -6.454 -2.461 0.0 -0.3 -0.7
H -0.572 -4.220 0.140 0.1 0.0 -0.1
H 3.577 -5.090 -1.335 -0.3 -0.2 0.0
H 4.093 -6.548 -3.265 0.4 0.0 -0.1
O 6.671 1.570 -1.329 -0.2 0.4 0.7
C 5.497 1.906 -1.393 0.0 0.4 -0.2
C 4.762 2.768 -0.487 1.0 0.7 0.5
C 3.516 3.119 -0.813 -1.5 -0.9 -1.9
O 2.685 3.923 -0.223 0.9 0.7 1.6
C 2.831 2.556 -2.077 -2.5 0.4 -0.7
O 1.645 2.981 -2.215 2.7 -1.4 -0.2
C 3.511 1.630 -2.983 0.7 1.0 1.2
C 4.793 1.370 -2.630 0.4 -1.4 -0.2
O 5.592 0.506 -3.270 -1.1 0.4 -0.5
H 5.261 3.338 0.294 0.1 -0.5 0.1
H 1.838 3.932 -0.712 -0.3 -0.2 -0.5
H 3.067 1.250 -3.879 -0.3 -0.1 -0.1
H 6.468 0.507 -2.836 -0.2 0.3 0.3
O -0.188 2.740 0.507 -0.5 -0.9 -0.3
C -0.698 1.616 0.552 0.2 1.1 -0.2
C -1.411 1.006 -0.527 -0.7 -1.4 -1.0
C -1.876 -0.268 -0.349 0.6 0.4 0.8
O -2.567 -1.027 -1.181 0.3 1.0 -1.2
C -1.614 -1.024 0.950 0.0 0.3 0.4
O -1.949 -2.190 0.946 0.1 -0.6 0.2
C -1.046 -0.344 2.100 1.0 0.7 0.1
C -0.574 0.905 1.879 -0.1 1.2 -0.4
O 0.005 1.729 2.735 -0.2 -2.5 2.3
H -1.485 1.518 -1.486 -0.1 0.1 0.3
H -2.442 -1.963 -0.935 -0.3 -0.1 0.5
H -0.819 -0.874 3.027 -0.4 0.1 -0.3
H 0.283 2.582 2.411 0.1 0.8 -1.3
O 1.851 -2.277 5.150 0.0 -0.2 -0.3
C 0.838 -2.895 4.822 1.7 0.8 -1.4
C 0.710 -3.455 3.522 1.2 -0.3 -1.4
C -0.378 -4.157 3.207 -2.0 -0.3 1.0
O -0.729 -4.851 2.138 1.8 0.6 -0.6
C -1.518 -4.226 4.251 -0.7 -1.3 -0.2
O -2.498 -4.900 3.913 1.0 1.0 0.4
C -1.360 -3.630 5.568 0.0 0.7 0.0
C -0.220 -2.955 5.791 0.0 0.7 2.7
O 0.200 -2.286 6.898 -1.9 -0.9 -0.3
H 1.601 -3.282 2.920 -0.4 -0.3 -0.3
H -1.627 -5.186 2.268 -0.6 0.0 0.5
H -2.176 -3.656 6.276 0.0 -0.2 0.0
H 1.088 -1.939 6.652 0.0 -0.1 -0.1
F -5.621 -2.751 -2.501 0.4 -1.0 0.8
C -5.468 -3.543 -1.375 -1.0 1.1 -0.1
C -6.416 -3.412 -0.369 1.1 -0.3 0.4
C -6.156 -4.098 0.826 -1.0 0.2 -0.2
C -5.070 -4.946 1.025 0.0 0.1 -0.6
C -4.191 -5.113 -0.046 -0.5 0.3 0.2
C -4.405 -4.391 -1.214 1.2 -0.6 -1.0
H -7.252 -2.730 -0.438 0.0 -0.1 -0.2
H -6.926 -3.967 1.583 0.4 -0.1 0.2
H -4.956 -5.469 1.965 0.1 0.0 0.0
H -3.329 -5.770 -0.058 -0.1 0.0 0.4
H -3.694 -4.598 -2.019 -0.3 0.5 0.0
```
Positions in Å, forces in eV/Å.